[1]
Formula: C2H2BrO3S
Source: the OMol25 dataset
Level of theory: wB97M-V/def2-TZVPD

## Properties
- Orbital gap: 0.2775 Ha
- HOMO: -3.90 eV
- Largest force on an atom: 3.3 eV Å⁻¹
- Net charge: -1

Geometry (Å):
Br: 1.7826 1.1384 0.7120
S: -0.9340 0.4463 0.1861
O: -1.1503 0.2501 1.6174
O: -1.1287 -1.0734 -0.5204
O: -1.7588 1.4922 -0.3504
C: 0.1211 -0.4353 -0.9100
C: 1.8643 -0.7155 0.1823
H: -0.0574 0.1285 -1.8395
H: 1.2613 -1.2313 0.9226

***

[2]
Formula: C2H7N2O2
Source: the OMol25 dataset
Level of theory: wB97M-V/def2-TZVPD

## Properties
- Orbital gap: 0.3218 Ha
- HOMO: -4.24 eV
- Largest force on an atom: 1.2 eV Å⁻¹
- Net charge: -1

Geometry (Å):
O: -0.7717 -1.3447 1.1232
O: 1.3319 -0.6296 1.5209
N: 0.7937 0.7894 -2.0777
N: -1.4745 0.9265 -1.1467
C: -0.0115 1.2716 -0.9900
C: 0.2221 -1.0977 1.8315
H: 1.6108 0.2420 -1.8671
H: 0.2644 0.3724 -2.8165
H: -1.5227 -0.0745 -1.3249
H: 0.1138 -1.3512 2.9187
H: -1.7216 0.8942 -0.1523
H: -0.0674 2.3666 -0.9946
H: 0.3795 0.8766 -0.0517

***

[3]
Formula: C27H37BFN5O2
Source: the OMol25 dataset
Level of theory: wB97M-V/def2-TZVPD

## Properties
- Orbital gap: 0.3429 Ha
- HOMO: -8.84 eV
- SMILES: C[C@H](F)B(CCCCN)COO.c1ccncc1.c1ccncc1.c1ccncc1.c1ccncc1
- Largest force on an atom: 1.8 eV Å⁻¹
- Net charge: 0

Geometry (Å):
F: 1.1147 -1.3544 3.5615
O: 0.4791 2.8548 2.0007
O: -0.2608 3.0286 3.1850
N: 5.8384 0.8258 0.3451
N: 1.0980 -0.2560 -1.8656
N: -4.9055 4.4662 2.5631
N: -0.4167 -5.4887 -2.1783
N: -4.4958 1.2230 3.4368
C: 6.4612 -0.8841 -1.7685
C: -4.3905 5.9925 0.7807
C: 7.0948 0.4332 0.1083
C: 2.3507 0.6890 3.3657
C: -1.8867 -6.1503 -3.9601
C: 0.9255 0.0240 3.2971
C: 4.8951 0.3591 -0.4801
C: -3.6646 3.9745 2.4485
C: -1.4889 -5.0594 -4.7166
C: 5.1508 -0.4929 -1.5426
C: -0.5501 -4.1850 -4.1923
C: 7.4572 -0.4124 -0.9281
C: -3.1097 5.4704 0.6816
C: -2.7344 4.4410 1.5310
C: -0.0541 1.7452 1.2527
C: -0.6892 -0.9114 1.2535
C: 1.8333 -1.3717 -1.8254
C: -5.2433 5.4596 1.7328
C: -3.0277 -0.5136 2.4331
C: 2.1468 -1.3983 -4.1832
C: -0.0471 -4.4442 -2.9277
C: -1.3248 -6.3173 -2.7045
C: 2.3785 -1.9776 -2.9457
C: 0.8886 0.2864 -3.0712
C: 1.3849 -0.2420 -4.2517
C: -4.2753 0.4502 2.1889
C: -2.2401 -0.6694 1.0871
B: 0.0972 0.3114 1.9555
H: 8.4917 -0.6945 -1.0729
H: 7.8382 0.8252 0.7935
H: -2.4445 -0.0433 3.2555
H: 1.1819 0.2391 -5.1991
H: -1.1622 1.9253 1.1590
H: -5.1769 -0.1696 1.9606
H: 4.3432 -0.8394 -2.1748
H: -6.2533 5.8374 1.8503
H: -3.4247 3.1721 3.1343
H: 2.5551 -1.8421 -5.0834
H: 0.6906 -3.7908 -2.4774
H: 0.2911 1.1915 -3.0736
H: -0.4761 -1.8948 1.7213
H: 0.3897 2.9100 3.8940
H: 6.7032 -1.5484 -2.5898
H: 3.8855 0.6952 -0.2661
H: 0.3204 1.7344 0.1999
H: -1.7468 4.0127 1.4823
H: 2.9692 -2.8797 -2.8520
H: 2.4992 1.5275 2.6569
H: -2.4119 0.1605 0.3667
H: -4.7194 6.7954 0.1342
H: -4.0924 1.1872 1.3772
H: -2.6168 -6.8550 -4.3355
H: -2.6393 -1.5886 0.5859
H: -1.9058 -4.8925 -5.7026
H: -4.6230 0.5706 4.2072
H: -3.4276 -1.4760 2.8166
H: 2.5169 0.9927 4.4271
H: 3.1237 -0.0778 3.1227
H: 1.9852 -1.7902 -0.8355
H: -0.2665 -0.9577 0.2008
H: -0.2153 -3.3211 -4.7520
H: -5.2883 1.8552 3.3627
H: -2.4120 5.8615 -0.0497
H: -1.6071 -7.1535 -2.0744
H: 0.3353 0.4152 4.1632

***

[4]
Formula: C7H9BrO
Source: the OMol25 dataset
Level of theory: wB97M-V/def2-TZVPD

## Properties
- Orbital gap: 0.3154 Ha
- HOMO: -8.49 eV
- SMILES: C=C/C=C\C(C)=C(/O)Br
- Largest force on an atom: 6.0 eV Å⁻¹
- Net charge: 0

Geometry (Å):
Br: -0.2980 -1.0701 -3.3723
O: -1.9762 -0.0029 -1.3057
C: -1.0763 -0.1715 2.0587
C: -0.5529 -0.1595 -1.4902
C: 0.5455 0.2257 -0.8768
C: -1.1738 -1.4126 1.5507
C: 1.7830 0.4133 -1.5625
C: 0.7165 0.6453 0.4907
C: -0.0699 0.7209 1.5074
H: -1.8433 -0.0155 2.7806
H: 2.7005 0.2564 -0.8005
H: -2.1082 0.5136 -0.5406
H: -0.5466 -1.3547 0.4741
H: 1.8048 1.5033 -1.7589
H: -1.5952 -2.3089 2.0077
H: 1.5848 1.1628 0.8050
H: 1.7742 -0.1801 -2.4094
H: 0.3313 1.2343 2.4420

***

[5]
Formula: CH5BrN2
Source: the OMol25 dataset
Level of theory: wB97M-V/def2-TZVPD

## Properties
- Orbital gap: 0.3586 Ha
- HOMO: -9.19 eV
- SMILES: [H]/N=N/[H].CBr
- Largest force on an atom: 8.7 eV Å⁻¹
- Net charge: 0

Geometry (Å):
Br: -2.9350 -0.3758 -0.2935
N: 1.1594 -0.0560 -0.9013
N: 2.0905 0.5818 -0.4883
C: -1.1534 -0.2798 0.6341
H: 0.8023 0.3045 -1.7577
H: 2.5134 0.3844 0.3939
H: -0.3553 -0.3754 0.0205
H: -0.9802 -0.8128 1.5606
H: -1.1417 0.6289 0.8318